ORCA calculation (ωB97M-V/def2-TZVPD) on a gas-phase ion, C12H25N2 (charge +1).

Results
Kohn-Sham gap = 8.23 eV
HOMO energy = -12.2 eV
Structure (SMILES) = CC/C=[N+](C)\C=C/NC(C)(CC)CC
Net charge = +1
DFT total energy = -581.36722 a.u.

XYZ file:
```
39
Properties=species:S:1:pos:R:3:forces:R:3
C 2.093653 -1.107418 3.063117 -3.25 0.10 -0.14
C 1.382129 -0.630853 1.771525 -1.48 -0.87 0.73
C 1.473805 -1.678080 0.762946 1.29 -2.89 0.81
N 2.043520 -1.833598 -0.378253 0.03 1.87 -1.06
C 2.241597 -3.139631 -0.961856 2.10 -1.79 -2.69
C 2.211795 -0.664042 -1.200713 1.95 -0.54 0.14
C 1.248011 0.236719 -1.137857 -0.79 0.55 -0.72
N 0.045204 -0.002051 -0.565637 -1.52 1.73 -0.24
C -1.172127 0.857080 -0.847371 -1.30 -0.71 -0.52
C -1.851825 0.426573 -2.158941 2.32 0.41 0.41
C -0.819212 2.359770 -0.898150 0.96 -1.04 -0.43
C -0.273947 2.906491 0.441312 -0.83 -0.59 -0.62
C -2.272768 0.408108 0.259285 2.47 -2.43 -0.33
C -3.667512 0.938671 0.443897 1.65 1.20 -2.67
H 3.092742 -1.247439 3.032230 3.31 -0.34 -0.85
H 1.669326 -1.993725 3.447128 -0.55 -1.74 -0.26
H 1.931177 -0.574449 3.960327 -0.40 1.88 0.47
H 1.809657 0.215255 1.369635 0.85 2.22 -0.59
H 0.256593 -0.438783 1.846022 1.44 -0.10 0.46
H 1.225710 -2.670839 1.055354 -0.64 -0.68 1.16
H 1.368039 -3.534891 -1.535683 0.43 0.70 0.56
H 3.081050 -2.971584 -1.755697 -1.54 -0.41 1.33
H 2.635884 -3.992862 -0.331339 -0.63 1.51 0.00
H 3.074292 -0.378713 -1.828752 -0.13 -1.17 0.88
H 1.590474 1.143429 -1.666738 -1.42 -0.08 0.40
H -0.172854 -0.985744 -0.368267 -0.07 0.72 -0.28
H -1.109705 -0.048122 -2.754831 0.41 -0.97 -0.64
H -2.640832 -0.184368 -1.889381 -1.51 -1.54 -0.19
H -2.184672 1.191071 -2.788826 -0.75 1.59 -0.59
H -0.185586 2.640353 -1.837804 -0.77 -0.68 1.73
H -1.784643 2.686305 -1.173769 -1.10 1.34 0.06
H -1.008572 2.524965 1.302738 2.23 1.11 -1.60
H 0.803602 2.623392 0.442179 -0.80 -0.30 0.97
H -0.212866 3.989876 0.321601 -0.46 0.04 0.63
H -1.605429 0.463213 1.078406 -0.11 0.35 1.97
H -2.374822 -0.746060 0.158024 0.30 1.60 -0.30
H -3.589099 1.985727 0.664187 -0.47 0.66 0.16
H -4.167422 0.794765 -0.523634 -0.31 0.27 0.35
H -4.184367 0.431487 1.183584 -0.90 -0.98 1.48
```
Forces are in eV/Å.

Here are the natural (NBO) charges for atoms 1 to 8, given in e:
1 C -0.612
2 C -0.475
3 C 0.283
4 N -0.269
5 C -0.455
6 C -0.218
7 C 0.057
8 N -0.629

ORCA calculation (ωB97M-V/def2-TZVPD) on a molecular structure, C12H25N2O2P2STb.

Results
Kohn-Sham gap (spin up / spin down) = 4.19 / 8.37 eV
HOMO energy (spin up / spin down) = -4.3 / -8.4 eV
Multiplicity = 7
DFT total energy = -2637.27195 a.u.

XYZ file:
```
45
Properties=species:S:1:pos:R:3:forces:R:3
C -2.757451 -1.105911 -2.084999 1.32 0.51 0.31
C -1.511431 -0.666767 -1.616854 -0.63 -0.47 -1.20
N -1.158796 -0.926934 -0.332032 1.77 1.33 1.29
C -2.020158 -1.491653 0.552262 -1.06 -0.53 0.47
C -3.280005 -1.891742 0.119923 0.88 0.02 1.33
C -3.653503 -1.721161 -1.207060 0.11 0.13 -0.53
C -0.501085 0.103903 -2.520482 -0.82 -0.41 -0.79
P 1.271646 -0.048012 -2.061528 0.62 -0.44 0.02
Tb 0.707302 0.351227 0.447442 0.10 0.34 -0.20
P -0.352172 -0.456632 2.692055 0.07 -0.28 -0.21
C -1.533700 -1.698619 2.017432 -0.63 -0.50 -0.08
O -0.736927 3.070221 -2.603361 0.50 0.80 0.42
O 1.005028 3.693075 -0.657683 -0.68 -0.72 0.54
H -2.980272 -0.954064 -3.127630 -0.23 0.03 -0.16
H -3.940843 -2.350047 0.850203 -0.05 0.06 -0.17
H -4.608018 -2.058407 -1.560308 -0.28 -0.10 -0.07
C 1.972927 -1.616473 -2.640705 0.09 -0.15 -0.04
C 2.221399 1.343120 -2.753880 0.21 0.01 -0.08
H -2.368945 -1.722883 2.739985 -0.02 -0.37 -0.58
H -1.001872 -2.672792 2.075024 -0.21 0.48 0.03
H -0.759587 1.200688 -2.572984 0.42 -1.03 0.12
H -0.538952 -0.304877 -3.553003 -0.48 0.33 0.37
C 0.660973 -1.206794 3.977924 0.35 -0.16 0.56
C -1.270313 0.927829 3.396039 -0.25 0.60 0.44
H 0.497633 3.010157 -0.047162 0.23 0.77 -0.55
H 1.887425 3.752330 -0.306581 0.56 0.25 0.16
H -0.071145 3.492619 -1.989252 -0.70 -0.43 -0.64
H -1.589528 3.428822 -2.338227 0.03 0.05 0.01
H 2.068986 -1.408284 0.966226 -1.50 -1.56 -0.81
H -0.248373 2.045821 0.479463 -0.42 1.04 0.21
H 2.021333 -1.657344 -3.721178 0.06 -0.20 -0.32
H 2.981406 -1.730373 -2.215900 -0.27 0.18 -0.17
H 1.382438 -2.458383 -2.256455 -0.03 0.31 -0.12
H 2.194194 1.341826 -3.834817 0.09 0.19 -0.35
H 1.838932 2.296562 -2.368108 -0.12 -0.34 -0.16
H 3.268914 1.274814 -2.408583 -0.43 -0.22 -0.18
H -1.859318 0.634178 4.274018 -0.01 0.16 -0.16
H -0.552849 1.723856 3.685771 -0.34 -0.53 -0.06
H -1.915893 1.384243 2.624894 0.19 -0.36 0.29
H 0.072788 -1.491912 4.845962 0.04 -0.15 0.23
H 1.195285 -2.082303 3.580618 -0.32 0.21 0.02
H 1.458615 -0.499540 4.287849 -0.60 -0.24 -0.21
S 2.990421 -0.431710 1.463360 0.99 0.77 -0.27
C 4.278652 -0.288803 2.513387 3.40 1.36 2.55
N 5.234842 -0.132870 3.188933 -1.96 -0.74 -1.24
```
Forces are in eV/Å.

Here are the Löwdin charges for atoms 1 to 8, given in e:
1 C -0.043
2 C -0.323
3 N -0.100
4 C -0.333
5 C -0.059
6 C -0.097
7 C -0.287
8 P 0.726

ORCA calculation (ωB97M-V/def2-TZVPD) on a molecular structure, C12H25O4PRu.

Results
Kohn-Sham gap (spin up / spin down) = 8.57 / 3.46 eV
HOMO energy (spin up / spin down) = -23.8 / -24.5 eV
Multiplicity = 5
Net charge = +4
DFT total energy = -1207.35517 a.u.

XYZ file:
```
43
Properties=species:S:1:pos:R:3:forces:R:3
Ru -0.304044 -0.194457 1.944106 -0.06 -3.05 -0.69
C -2.219886 -0.439911 1.765227 -7.31 -0.32 -0.11
O -3.365064 -0.612520 1.671866 5.29 0.66 0.36
C -0.443956 1.574265 2.546059 -0.63 7.98 4.13
O -0.533182 2.668090 2.939467 0.45 -4.98 -2.08
C 1.578933 -0.318137 2.321357 7.38 0.61 2.31
O 2.705388 -0.367914 2.602201 -5.17 0.00 -1.37
C -1.506127 0.888747 -1.157276 -2.06 1.98 -2.84
P -0.033981 0.066443 -0.361063 -0.04 0.05 0.71
H 0.395661 -1.367408 -2.204809 -0.08 0.50 0.10
H -2.348878 0.243981 -0.852871 0.35 -0.78 0.35
C 1.411477 0.990991 -1.073360 2.65 1.69 -2.11
H 1.129888 1.166545 -2.124346 -0.30 -0.36 0.14
C -1.418035 0.909880 -2.685475 1.12 -0.41 0.94
H -1.189105 -0.067102 -3.124061 -0.32 0.08 -0.12
H -0.670151 1.634489 -3.031915 -0.39 0.11 -0.09
H -2.393426 1.227521 -3.077867 -0.31 0.04 -0.21
C -1.776210 2.297473 -0.620183 1.90 -0.33 0.89
H -1.104504 3.040463 -1.071091 -0.47 0.03 -0.03
C 1.065249 -2.539022 -0.529126 0.16 0.50 0.16
H -1.693446 2.364762 0.470680 -0.30 0.16 -0.19
H -2.804257 2.576594 -0.894318 -0.41 -0.13 -0.22
C -1.351000 -2.235078 -1.285328 -0.42 1.77 0.10
H 1.430410 -2.180402 0.444059 0.40 -0.33 0.01
H 0.620116 -3.528961 -0.374874 -0.19 0.17 0.32
H 1.939804 -2.675017 -1.182262 -0.07 0.30 0.19
C 0.041517 -1.597486 -1.185520 0.19 -3.37 -2.50
H -1.235415 -3.303660 -1.508133 0.17 -0.22 0.08
H -1.948344 -1.788666 -2.089582 0.08 -0.17 0.22
H -1.911338 -2.140480 -0.344424 -0.12 -0.52 -0.05
C 2.715857 0.193931 -1.054188 -1.03 -1.43 0.74
H 3.005610 -0.070574 -0.028856 0.31 0.14 -0.22
H 3.508629 0.825055 -1.477083 0.04 0.24 -0.11
H 2.659384 -0.718909 -1.656271 0.20 0.32 -0.03
C 1.605111 2.346836 -0.391651 -1.69 -0.32 1.37
H 1.777617 2.229245 0.686750 0.30 0.23 -0.16
H 0.753849 3.020311 -0.528886 0.32 0.03 -0.03
H 2.490109 2.832814 -0.823555 0.22 -0.09 -0.29
H -0.333515 -2.053487 1.615133 -0.09 -0.20 1.09
H -0.365004 -1.993993 2.441629 0.00 -0.65 -0.23
O -0.086990 -1.055834 4.735385 0.13 0.24 -0.67
H -0.492068 -0.433565 5.360774 -0.01 -0.18 0.12
H 0.693304 -1.415835 5.193700 -0.19 0.00 0.04
```
Forces are in eV/Å.

Here are the natural (NBO) charges for atoms 1 to 8, given in e:
1 Ru 0.188
2 C 0.589
3 O -0.236
4 C 0.581
5 O -0.196
6 C 0.597
7 O -0.246
8 C -0.480

ORCA calculation (ωB97M-V/def2-TZVPD) on a gas-phase ion, C12H26IN4O2 (charge +1).

Results
Kohn-Sham gap = 9.60 eV
HOMO energy = -12.2 eV
Structure (SMILES) = CCCNNC1=[N+](COCC)CO[C@@H](C[C@H](C)I)N1
Net charge = +1
DFT total energy = -1139.77149 a.u.

XYZ file:
```
45
Properties=species:S:1:pos:R:3:forces:R:3
C 1.318982 -1.672333 3.939449 -0.07 -0.10 0.16
C 2.251253 -2.336551 2.915671 -0.16 0.35 -0.17
C 2.780351 -1.357678 1.871328 -0.36 0.08 0.53
N 1.662376 -0.664689 1.190844 -0.05 -0.04 -0.20
N 1.752023 -0.705145 -0.204329 -0.01 0.16 0.04
C 0.715179 -0.419928 -0.949085 -0.38 0.21 0.05
N 0.896172 -0.419919 -2.323961 -0.49 0.17 0.31
C 1.355420 0.874303 -2.830866 0.22 0.05 -0.32
O 0.372109 1.850035 -2.647574 -0.02 -0.12 0.04
C 0.844754 3.094895 -2.137494 0.04 0.25 0.27
C 1.189331 3.048796 -0.658765 -0.19 0.16 -0.22
C -0.307082 -0.939134 -3.047782 -0.04 -0.16 -0.10
O -1.282655 -1.368602 -2.137075 -0.06 0.11 -0.18
C -1.627011 -0.302282 -1.273285 0.02 -0.02 -0.03
C -2.883180 -0.639703 -0.495957 -0.02 0.22 -0.19
C -3.137453 0.235807 0.723027 -0.29 -0.52 0.32
C -4.402073 -0.226019 1.457043 0.12 0.17 -0.61
I -3.319364 2.292697 0.159558 0.10 0.11 -0.04
N -0.465524 -0.098735 -0.372593 0.14 -1.21 -0.41
H 1.202365 -0.600479 3.789660 0.06 0.11 -0.07
H 0.321746 -2.104377 3.909561 -0.07 0.00 -0.05
H 1.679476 -1.808444 4.955809 0.07 0.00 0.05
H 1.713373 -3.127713 2.398236 0.12 -0.21 0.01
H 3.113078 -2.757332 3.425869 0.07 -0.24 -0.06
H 3.385829 -0.608639 2.380874 0.20 0.04 -0.13
H 3.394259 -1.874059 1.137832 0.09 -0.01 -0.11
H 1.603291 0.309148 1.463968 0.09 0.09 0.04
H 2.609876 -0.971427 -0.666993 0.16 0.00 0.01
H 1.564291 0.748188 -3.893378 -0.02 -0.09 -0.08
H 2.292285 1.141130 -2.343082 0.04 -0.01 0.14
H 0.033429 3.797832 -2.301064 -0.07 0.01 -0.07
H 1.705717 3.446190 -2.709171 0.03 -0.05 -0.17
H 1.422808 4.062109 -0.336739 0.12 0.02 0.09
H 2.061114 2.425196 -0.464358 0.06 -0.09 0.11
H 0.330687 2.711004 -0.082089 -0.03 -0.12 0.07
H -0.014579 -1.795146 -3.647565 0.03 -0.15 0.11
H -0.700787 -0.167207 -3.708863 0.02 0.20 0.06
H -1.791911 0.598264 -1.860741 0.22 0.21 0.05
H -3.718704 -0.505161 -1.182375 -0.04 -0.10 -0.09
H -2.885549 -1.695128 -0.214912 0.18 -0.06 0.14
H -2.304469 0.181148 1.419534 0.10 0.28 0.02
H -4.179074 -1.117046 2.038867 -0.02 -0.07 0.13
H -4.807849 0.555728 2.087618 0.05 -0.03 0.25
H -5.163332 -0.481401 0.720402 -0.12 0.00 0.04
H -0.580980 -0.608200 0.504950 0.18 0.41 0.24
```
Forces are in eV/Å.

Here are the natural (NBO) charges for atoms 1 to 8, given in e:
1 C -0.618
2 C -0.406
3 C -0.223
4 N -0.459
5 N -0.358
6 C 0.707
7 N -0.495
8 C 0.097

Which of these has the highest DFT total energy? C12H25N2